Below is a molecular structure, C20H40O40S10 in a non-equilibrium geometry, with properties calculated with the ωB97M-V functional and the def2-TZVPD basis.

```
110
Properties=species:S:1:pos:R:3:forces:R:3
C 4.02203 4.32098 0.05307 -1.0 -1.3 2.6
C 3.06818 5.04665 1.05727 1.3 0.2 -0.3
O 1.81899 5.03684 0.42388 -2.5 -0.6 -1.3
S 1.80443 4.42574 -1.09102 0.7 0.5 0.2
O 1.13830 5.40362 -1.98249 1.7 -3.0 2.3
O 1.49611 2.98282 -1.10845 0.2 3.1 0.0
O 3.42729 4.56651 -1.15145 -1.4 1.4 -3.8
H 3.89977 3.24081 0.13301 0.8 -0.1 0.9
H 5.03991 4.69754 0.15419 -0.1 -0.2 -0.5
H 3.39168 6.08679 1.09659 -0.1 0.1 0.2
H 2.94213 4.64654 2.06331 0.4 -0.3 -0.2
C 4.75479 0.46278 -0.84707 -0.3 -0.7 -1.5
C 6.25360 0.59118 -0.64890 -1.0 -0.8 -0.4
O 6.31678 1.33550 0.51857 0.1 1.3 2.7
S 5.13112 0.97969 1.61690 0.0 0.1 0.4
O 4.64948 2.22646 2.24067 1.2 -2.9 -1.6
O 5.50897 -0.15704 2.45719 -0.8 2.3 -1.9
O 4.10197 0.49303 0.41538 0.5 0.4 1.2
H 4.51584 -0.46464 -1.36754 -0.1 -0.3 0.3
H 4.42253 1.24793 -1.52622 -0.4 0.5 0.5
H 6.63554 1.16258 -1.49491 0.4 0.0 0.3
H 6.74024 -0.37530 -0.51783 0.2 0.0 -0.1
C 3.22779 -4.07233 2.87069 -2.7 1.5 1.3
C 2.71766 -3.46773 1.58446 1.4 -1.0 -1.5
O 3.96445 -3.23506 0.92420 2.7 0.5 -1.9
S 4.98155 -4.55837 1.04433 0.4 1.6 0.4
O 6.39923 -4.07692 1.13703 -4.6 -1.5 -0.1
O 4.63975 -5.62042 0.09132 0.6 2.2 2.1
O 4.30136 -4.87357 2.53252 1.8 -2.0 -1.2
H 2.29375 -4.45055 3.28616 0.2 -2.0 0.0
H 3.49589 -3.50567 3.76239 0.5 1.2 -0.8
H 1.98873 -2.66720 1.45832 0.8 0.6 0.9
H 2.35377 -4.21704 0.88145 -1.0 -0.9 0.8
C -5.58585 -1.48499 5.12393 0.4 -0.4 1.3
C -6.58776 -0.33644 5.21710 -0.8 -1.2 -0.8
O -5.86328 0.80567 4.85518 2.1 0.6 -0.3
S -4.20487 0.56206 4.95323 0.5 1.7 -1.6
O -3.65996 1.58952 5.84012 -1.1 -2.6 -1.0
O -3.57892 0.48756 3.61771 -1.8 -0.1 2.7
O -4.33870 -0.94580 5.53610 1.5 2.6 0.5
H -5.36059 -1.85937 4.12534 -0.9 -0.3 0.0
H -5.68952 -2.21456 5.92710 -0.8 -0.5 -0.7
H -7.15168 -0.17962 6.13661 0.7 -0.1 0.5
H -7.36688 -0.57269 4.49235 0.0 0.4 -0.4
C -5.12482 -0.84519 -0.56848 -1.2 -0.3 0.8
C -5.24073 -1.55602 0.82768 -2.2 4.5 0.1
O -4.81120 -2.80328 0.76925 2.0 -4.2 -2.0
S -5.11671 -3.40897 -0.75025 2.4 0.1 -0.5
O -6.43352 -3.95716 -0.83263 0.7 0.5 0.2
O -3.95976 -4.22806 -1.14036 -2.5 1.9 0.7
O -5.06810 -1.91953 -1.50972 0.5 -2.0 0.6
H -4.33127 -0.10290 -0.65443 0.5 -0.7 -0.2
H -6.05819 -0.32068 -0.77300 0.0 0.1 0.1
H -6.29158 -1.63525 1.10614 -0.4 0.7 0.1
H -4.73139 -0.91548 1.54767 0.3 -0.5 0.2
C -1.79026 -4.03745 -5.74949 2.2 -1.3 -0.9
C -1.47159 -3.54333 -4.35754 -2.7 0.4 0.3
O -0.78657 -2.33520 -4.51792 1.9 2.0 -1.3
S -1.14219 -1.56362 -5.92869 -2.7 0.2 -1.1
O 0.02706 -1.10988 -6.64751 -1.0 -0.8 1.5
O -2.27481 -0.62761 -5.76924 2.9 -2.4 0.1
O -1.71018 -2.95839 -6.67804 -0.2 2.4 1.1
H -2.66566 -4.67869 -5.85237 -0.2 0.6 0.0
H -0.91872 -4.60086 -6.08279 -0.1 -0.8 0.2
H -0.95685 -4.26292 -3.72089 0.3 0.3 -0.2
H -2.39861 -3.20998 -3.89103 -0.2 -0.6 0.5
C 2.09582 0.63406 -4.06915 -0.8 -1.8 -0.3
C 2.96513 0.18165 -5.22091 -1.6 0.3 -0.9
O 4.08138 0.98325 -5.11226 2.5 2.7 0.8
S 3.72365 2.54213 -4.53510 -0.7 -0.2 -1.2
O 3.44619 3.46211 -5.63799 0.5 -2.1 2.2
O 4.65696 2.97644 -3.50705 -1.5 -1.4 -1.5
O 2.28581 1.99119 -3.92174 1.7 2.6 0.1
H 2.37718 0.04974 -3.19307 -0.2 0.3 0.5
H 1.04015 0.53878 -4.32328 0.0 -0.4 0.2
H 2.45100 0.42682 -6.15024 0.0 -0.2 -0.2
H 3.23223 -0.87498 -5.23830 0.1 0.2 0.3
C 0.93701 -0.56350 -0.55250 0.9 1.0 0.7
C -0.37417 -0.62713 -1.24062 -0.5 -1.5 -0.6
O -1.05874 0.44986 -0.73471 -2.1 3.3 0.2
S -0.90187 0.66240 0.85173 -0.3 -0.7 -0.1
O -1.84756 -0.30494 1.45421 2.5 2.1 -0.7
O -0.97564 2.09249 1.26138 0.7 -4.3 -1.3
O 0.67020 0.08052 0.72529 -1.8 0.1 2.2
H 1.62134 0.21307 -0.89417 0.2 -0.6 -1.1
H 1.39056 -1.55189 -0.47850 0.2 0.2 0.5
H -0.97143 -1.50981 -1.01203 0.3 -0.5 0.4
H -0.35103 -0.63755 -2.33032 0.2 0.7 0.0
C -0.75393 -0.58653 5.32794 0.4 -0.1 1.2
C -0.63628 0.83062 4.93676 0.8 2.7 -0.5
O 0.76249 1.12901 4.69387 2.2 -2.4 -0.5
S 1.77792 -0.28687 4.96083 -1.5 1.8 -0.4
O 3.02041 0.14608 5.59440 -3.1 -0.9 -0.5
O 1.91144 -1.13355 3.78190 -0.7 1.2 1.6
O 0.55128 -0.89311 5.95328 1.3 -0.3 -1.4
H -1.06573 -1.17957 4.46819 0.6 -0.6 0.2
H -1.45559 -0.65832 6.15898 0.0 -0.4 -0.2
H -0.89437 1.58411 5.68089 -0.2 -0.5 0.5
H -1.21796 1.13720 4.06742 0.1 -0.5 -0.3
C -3.07796 3.51666 -0.45004 1.6 2.7 0.8
C -1.76912 3.63339 -1.30259 -0.3 -1.8 1.0
O -2.14970 3.22799 -2.58099 -3.3 -1.5 -3.1
S -3.57493 2.28087 -2.59996 -1.4 0.8 -0.7
O -3.35564 0.81420 -2.83401 -0.4 4.6 0.7
O -4.63836 3.03834 -3.37055 3.7 -2.8 2.4
O -3.86783 2.52163 -0.95180 -0.3 -2.6 -2.5
H -3.65882 4.43735 -0.50510 0.2 0.4 -0.1
H -2.84641 3.36577 0.60434 0.0 -0.4 -0.2
H -1.07301 2.80991 -1.14323 0.4 0.8 1.5
H -1.28210 4.60743 -1.34907 -0.3 0.0 0.1
```
Forces are in eV/Å.

Summary:
HOMO-LUMO gap   10.554 eV
Net charge   0
Energy above the lowest of the compared OMol25 structures with the same formula, charge and spin   176.17 kcal per mole
E   -7777.03602 Eh